C13H23BeBrCl4F8Mg2NO5P | wB97M-V/def2-TZVPD

Last column: natural (NBO) charge in e.
Cartesian coordinates (Å):
C 6.238 -1.702 0.249  -0.75
C 5.165 -0.538 -0.041  0.79
O 5.228 0.477 0.660  -0.55
O 4.212 -0.801 -1.045  -0.54
C 3.452 0.360 -1.382  0.77
O 3.573 0.796 -2.554  -0.48
C 2.435 1.120 -0.419  -0.54
C 0.978 1.426 -1.046  0.07
O 0.465 0.379 -1.935  -0.44
C -0.697 -0.294 -1.405  -0.10
C -0.356 -0.714 0.107  -0.12
C -1.381 -1.788 0.710  -0.48
C -0.759 -3.277 0.639  -0.22
C -0.254 -3.667 -0.848  -0.63
C 0.516 -3.419 1.620  -0.61
N -0.471 0.556 0.944  -0.13
F 0.285 0.342 2.074  -0.17
C 0.011 1.787 0.190  -0.18
Br -1.501 3.004 -0.280  0.20
H 6.882 -1.810 -0.696  0.14
H 6.839 -1.420 1.169  0.29
H 5.604 -2.663 0.386  0.19
H 2.919 2.094 -0.050  0.29
H 2.296 0.475 0.517  0.22
H 1.074 2.380 -1.677  0.27
H -0.880 -1.217 -2.061  0.27
H -1.698 0.336 -1.490  0.23
H 0.730 -1.062 0.109  0.27
H -2.409 -1.730 0.229  0.25
H -1.490 -1.548 1.832  0.25
H -1.570 -4.007 0.990  0.24
H -1.000 -3.340 -1.652  0.22
H -0.213 -4.800 -0.878  0.24
H 0.791 -3.259 -1.057  0.21
H 0.343 -4.239 2.383  0.26
H 0.694 -2.401 2.150  0.22
H 1.432 -3.719 1.003  0.24
H -1.498 0.718 1.233  0.31
H 0.634 2.378 0.952  0.29
Cl 1.800 -0.082 -3.582  -0.06
Mg -3.325 0.396 1.983  0.62
F -5.743 1.394 -2.076  -0.57
P -6.471 2.271 -0.954  2.64
F -7.039 3.742 -0.632  -0.58
F -7.213 0.893 -0.482  -0.49
F -5.030 2.951 -1.121  -0.60
F -6.134 2.152 0.617  -0.57
F -7.678 2.447 -2.003  -0.58
C 0.669 5.548 0.363  -0.26
O 1.298 6.697 0.231  -0.42
H -0.049 5.273 -0.438  0.23
H 1.294 4.631 0.411  0.10
H 0.032 5.421 1.264  0.18
Cl -0.142 -2.217 3.865  0.00
Be 4.258 -3.178 1.681  0.07
Cl -3.007 1.347 -1.988  -0.39
Mg 6.740 -2.982 -1.918  0.20
Cl -9.036 -0.342 -0.558  0.12
F -1.840 -1.576 5.709  -0.42

* frontier orbital gap: 1.31 eV
* DFT total energy: -188003.017 eV
* highest occupied orbital energy: -7.4 eV
* F_max: 6.72 eV/Å


C13H23ClNO4PPb | wB97M-V/def2-TZVPD

Last column: natural (NBO) charge in e.
Cartesian coordinates (Å):
C 1.024 -0.821 -3.204  -0.18
C 1.141 0.501 -2.787  -0.19
C 1.278 0.806 -1.411  -0.15
C 1.378 -0.229 -0.512  -0.02
C 1.148 -1.538 -0.889  -0.06
C 1.031 -1.844 -2.258  -0.21
C 1.226 2.252 -1.001  -0.41
C -0.121 2.887 -1.426  -0.26
N -1.272 2.223 -0.885  0.03
Pb 2.371 0.204 1.881  1.52
C 0.958 -2.623 0.153  -0.76
P -0.612 -2.397 1.040  1.37
H 1.129 1.321 -3.518  0.24
H 0.905 -2.893 -2.553  0.24
H 0.923 -1.058 -4.266  0.26
H 1.765 -2.613 0.905  0.27
H 0.898 -3.624 -0.307  0.29
H 1.356 2.368 0.079  0.24
H 2.021 2.818 -1.508  0.27
H -0.151 3.935 -1.080  0.27
C -0.758 -3.624 2.322  -0.97
C -1.953 -2.473 -0.144  -0.98
H -0.194 2.851 -2.521  0.24
C -2.091 1.357 -1.679  -0.46
C -1.776 2.638 0.388  -0.49
H -0.655 -1.064 1.551  -0.03
H -2.960 1.898 -2.103  0.29
H -1.505 0.930 -2.506  0.25
H -2.483 0.542 -1.045  0.23
H -2.147 3.680 0.348  0.28
H -2.615 1.987 0.665  0.23
H -0.993 2.557 1.162  0.30
H -2.196 -3.525 -0.339  0.29
H -2.822 -1.955 0.279  0.28
H -1.681 -1.963 -1.076  0.28
H -1.001 -4.592 1.866  0.29
H 0.181 -3.686 2.888  0.29
H -1.553 -3.319 3.012  0.30
H -0.211 0.109 1.652  0.41
O 2.292 0.428 4.330  -0.89
Cl 2.312 1.954 4.383  1.85
O 3.418 2.402 5.241  -0.72
O 2.635 2.324 2.914  -0.91
O 0.356 0.868 1.958  -1.14

* frontier orbital gap (spin up / spin down): 6.69 / 5.73 eV
* DFT total energy: -50568.076 eV
* highest occupied orbital energy (spin up / spin down): -15.1 / -15.0 eV
* F_max: 2.50 eV/Å
* charge: +2


C13H23I2LuOP2Te | wB97M-V/def2-TZVPD

Last column: natural (NBO) charge in e.
Cartesian coordinates (Å):
I 2.029 3.299 -1.391  -0.21
I 0.511 2.917 -5.820  0.01
Lu 0.848 1.146 -0.271  1.07
P 2.272 -0.818 -1.555  0.83
C 3.191 -0.154 -2.997  -0.94
C 3.584 -1.152 -0.314  -0.94
H 4.324 -1.856 -0.734  0.28
H 2.683 -3.197 -2.033  0.28
H 3.143 -1.579 0.606  0.24
H 0.946 -2.882 -1.651  0.24
H 3.548 0.865 -2.777  0.27
H 4.064 -0.192 -0.039  0.26
C 1.832 -2.496 -2.187  -0.92
H 4.041 -0.818 -3.243  0.26
H 1.576 -2.421 -3.247  0.27
H 2.516 -0.069 -3.867  0.26
P -1.811 1.841 -0.445  0.85
C -1.987 3.387 -1.403  -0.94
C -3.470 1.093 -0.686  -0.92
H -1.567 1.607 2.001  0.25
H -2.821 2.810 1.520  0.28
H -1.057 3.219 1.420  0.26
C -1.814 2.426 1.301  -0.95
H -3.449 0.013 -0.467  0.25
H -4.216 1.584 -0.020  0.27
H -2.893 3.926 -1.077  0.27
H -2.052 3.154 -2.481  0.27
H -3.767 1.205 -1.736  0.27
H -1.100 4.029 -1.278  0.27
C -0.069 0.640 -2.245  0.38
O -0.509 0.412 -3.314  -0.46
Te -0.711 -1.311 -0.021  0.49
C -0.548 -1.572 2.067  -0.34
C 0.542 -1.318 2.941  -0.18
C 0.389 -1.584 4.330  -0.20
C -0.836 -2.047 4.834  -0.14
C -1.910 -2.302 3.961  -0.18
C -1.788 -2.020 2.594  -0.22
H 1.497 -0.971 2.521  0.20
H 1.211 -1.521 5.052  0.25
H -0.935 -2.311 5.890  0.25
H -2.807 -2.784 4.344  0.25
H -2.631 -2.199 1.916  0.23

* frontier orbital gap (spin up / spin down): 5.40 / 6.67 eV
* DFT total energy: -91579.154 eV
* highest occupied orbital energy (spin up / spin down): -14.6 / -14.3 eV
* F_max: 7.17 eV/Å
* charge: +2